48
Properties=species:S:1:pos:R:3:nbo_charge:R:1 method="wB97M-V/def2-TZVPD" multiplicity=1 homo_lumo_gap_ev=6.86 homo_ev=-7.8232 charge=0 total_energy_ha=-1164.32564
C 3.80 -5.12 -1.48 -0.588
C 3.79 -4.26 -2.81 -0.367
C 2.30 -4.01 -3.41 -0.395
C 1.62 -3.13 -2.54 -0.434
C 0.44 -2.78 -3.16 -0.409
C -0.44 -1.99 -2.27 0.691
O -1.27 -2.41 -1.37 -0.590
N -0.13 -0.53 -2.67 -0.497
N -0.49 0.42 -1.77 -0.540
C 0.20 0.56 -0.49 0.585
O 1.11 -0.11 -0.52 -0.646
C -0.35 1.45 0.31 -0.405
C 0.54 1.68 1.73 0.567
O 1.40 0.99 1.87 -0.580
H 1.77 0.51 1.01 0.547
C -0.18 2.31 2.74 -0.182
C 0.62 2.59 4.05 -0.188
C 0.06 3.33 4.95 -0.219
C -1.27 4.20 4.66 -0.109
C -1.96 3.83 3.54 -0.262
C -1.33 3.15 2.42 0.260
N -2.17 2.77 1.26 -0.408
C -1.74 2.10 0.24 0.672
O -2.40 1.87 -0.71 -0.651
C -3.35 3.81 0.84 -0.177
C -4.54 2.94 1.74 -0.570
H -4.43 1.87 1.39 0.214
H -4.49 2.83 2.69 0.191
H -5.42 3.26 1.56 0.185
H -3.29 4.63 1.52 0.214
H -3.54 3.71 -0.10 0.226
H -2.72 4.51 3.36 0.211
H -1.63 4.72 5.48 0.217
H 0.70 3.53 5.87 0.219
H 1.53 2.06 4.04 0.228
H -1.66 0.83 -1.79 0.432
H 0.73 -0.27 -3.19 0.379
H -0.49 -3.99 -3.14 0.148
H 0.33 -2.49 -4.23 0.251
H 2.06 -2.39 -2.54 0.179
H 1.39 -3.67 -1.40 0.227
H 2.37 -4.01 -4.44 0.231
H 1.95 -5.20 -3.50 0.190
H 4.51 -5.03 -3.56 0.166
H 4.37 -3.43 -2.94 0.196
H 3.41 -4.38 -0.65 0.192
H 4.92 -5.29 -1.13 0.203
H 3.37 -5.98 -1.44 0.194

---

45
Properties=species:S:1:pos:R:3:nbo_charge:R:1 method="wB97M-V/def2-TZVPD" multiplicity=1 homo_lumo_gap_ev=6.64 homo_ev=-10.8750 charge=+1 total_energy_ha=-918.46326
C 0.90 -3.21 3.30 -0.221
C 1.90 -2.24 3.41 -0.192
C 1.57 -0.89 3.34 -0.234
C 0.24 -0.50 3.15 0.088
C -0.12 0.97 3.05 -0.285
N -0.21 1.41 1.67 -0.636
C -0.37 2.69 1.54 0.602
N -0.30 3.34 0.33 -0.614
C -0.50 4.76 0.44 -0.215
C -0.79 4.96 1.93 -0.213
N -0.63 3.64 2.48 -0.628
C -0.76 -1.47 3.04 -0.280
C -0.43 -2.83 3.11 -0.206
H 1.15 -4.27 3.36 0.224
H 2.94 -2.54 3.57 0.225
H 2.34 -0.11 3.42 0.220
H -1.09 1.10 3.56 0.171
H 0.65 1.52 3.61 0.188
H -0.10 2.84 -0.52 0.409
H 0.41 5.30 0.14 0.201
H -1.34 5.08 -0.17 0.195
H -0.08 5.65 2.39 0.207
H -1.81 5.32 2.09 0.195
H -0.82 3.41 3.45 0.419
H -1.79 -1.14 2.88 0.194
H -1.23 -3.57 3.02 0.211
C -3.95 -1.86 -0.21 -0.435
N -3.17 -0.74 -0.78 -0.263
C -3.81 0.14 -1.73 0.056
C -3.92 -0.24 -3.08 -0.165
C -4.54 0.62 -3.99 -0.202
C -5.10 1.83 -3.54 -0.175
C -5.02 2.18 -2.18 -0.188
C -4.36 1.34 -1.28 -0.212
C -1.93 -0.58 -0.36 0.160
H -4.98 -1.81 -0.57 0.249
H -3.52 -2.82 -0.52 0.242
H -3.95 -1.80 0.88 0.241
H -3.48 -1.18 -3.41 0.227
H -4.60 0.35 -5.04 0.241
H -5.59 2.50 -4.24 0.239
H -5.46 3.11 -1.82 0.239
H -4.27 1.60 -0.22 0.234
H -1.34 0.26 -0.72 0.246
H -1.50 -1.35 0.28 0.242

---

52
Properties=species:S:1:pos:R:3:nbo_charge:R:1 method="wB97M-V/def2-TZVPD" multiplicity=1 homo_lumo_gap_ev="5.62 / 6.04" homo_ev="-9.4503 / -9.8714" charge=+1 total_energy_ha=-2157.53093
C -0.66 -1.99 -4.22 -0.358
C -1.46 -1.01 -4.69 -0.021
H -1.20 -2.91 -3.89 0.200
H 0.38 -2.04 -4.66 0.200
C -1.83 0.31 -4.25 -0.064
C -1.62 0.96 -3.03 -0.404
H -2.03 0.57 -2.09 0.205
H -1.51 2.07 -3.17 0.184
C -1.86 -1.55 -6.10 -0.648
H -1.48 -2.62 -6.21 0.227
H -1.35 -0.94 -6.89 0.231
H -2.97 -1.58 -6.17 0.232
C -2.45 1.09 -5.45 -0.635
H -3.41 0.64 -5.79 0.228
H -1.76 1.03 -6.32 0.208
H -2.60 2.16 -5.23 0.217
Na 0.64 1.18 3.03 0.929
O 0.65 0.52 1.01 -0.631
C 1.59 0.33 0.20 0.679
O 2.29 2.42 1.98 -0.658
C 2.59 2.49 0.79 0.925
O 3.26 3.50 0.21 -0.455
N 2.28 1.51 -0.19 -0.507
C 3.51 3.21 -1.21 -0.077
C 2.71 1.95 -1.53 -0.245
H 4.59 3.06 -1.34 0.207
H 3.22 4.12 -1.75 0.220
H 3.30 1.21 -2.08 0.224
H 1.87 2.28 -2.16 0.220
C 2.06 -1.00 -0.20 -0.358
C 1.31 -1.97 0.37 -0.250
H 2.52 -1.15 -1.21 0.255
H 0.25 -1.65 0.42 0.257
H 1.53 -3.00 0.01 0.216
N -3.30 1.82 3.24 -0.799
C -2.83 0.89 4.08 0.284
N -1.60 0.42 4.09 -0.581
C -1.46 -0.59 5.05 0.108
C -2.60 -0.81 5.81 -0.435
S -3.89 0.22 5.34 0.382
C -0.22 -1.32 5.11 0.103
C 0.09 -2.41 5.94 -0.445
S 1.65 -3.03 5.60 0.388
C 1.83 -1.81 4.32 0.278
N 0.80 -0.97 4.24 -0.585
N 2.92 -1.76 3.56 -0.801
H -4.28 2.06 3.30 0.413
H -2.75 2.09 2.43 0.412
H -2.67 -1.55 6.61 0.248
H -0.58 -2.80 6.69 0.251
H 3.63 -2.48 3.68 0.414
H 2.92 -1.18 2.71 0.410

---

49
Properties=species:S:1:pos:R:3:nbo_charge:R:1 method="wB97M-V/def2-TZVPD" smiles="CCOCCn1c(N(C)Cc2ccccc2)nc2c1c(=O)[nH]c(=O)n2C" multiplicity=1 homo_lumo_gap_ev=8.49 homo_ev=-7.9205 charge=0 total_energy_ha=-1199.26820
C -5.96 -1.02 1.00 -0.619
C -4.53 -0.54 1.21 -0.054
O -3.70 -1.22 0.30 -0.542
C -2.34 -0.87 0.42 -0.066
C -1.54 -1.74 -0.55 -0.242
N -0.20 -1.27 -0.72 -0.329
C 0.29 -0.06 -1.13 0.573
N 1.61 0.02 -1.01 -0.541
C 2.00 -1.16 -0.49 0.377
C 0.91 -1.99 -0.30 -0.109
C 1.06 -3.30 0.24 0.651
O 0.20 -4.14 0.46 -0.625
N 2.40 -3.56 0.51 -0.635
C 3.52 -2.76 0.35 0.791
O 4.62 -3.14 0.66 -0.632
N 3.28 -1.51 -0.18 -0.414
C 4.36 -0.58 -0.38 -0.414
H 4.52 -0.42 -1.45 0.205
H 4.10 0.37 0.08 0.217
H 5.25 -1.00 0.07 0.247
H 2.60 -4.48 0.90 0.431
N -0.46 1.01 -1.51 -0.439
C -1.46 0.87 -2.55 -0.400
H -2.10 1.76 -2.54 0.208
H -1.01 0.78 -3.55 0.187
H -2.09 0.00 -2.37 0.209
C 0.30 2.26 -1.60 -0.230
C 1.00 2.55 -0.30 -0.023
C 2.33 2.91 -0.27 -0.191
C 2.96 3.17 0.94 -0.213
C 2.26 3.07 2.13 -0.223
C 0.93 2.71 2.10 -0.209
C 0.30 2.46 0.90 -0.176
H -0.75 2.18 0.88 0.203
H 0.37 2.63 3.03 0.210
H 2.76 3.27 3.07 0.214
H 4.01 3.45 0.95 0.213
H 2.89 2.98 -1.19 0.211
H -0.41 3.05 -1.82 0.213
H 1.04 2.21 -2.41 0.200
H -2.08 -1.79 -1.50 0.204
H -1.48 -2.76 -0.16 0.265
H -1.99 -1.03 1.45 0.173
H -2.20 0.20 0.18 0.169
H -4.21 -0.75 2.24 0.163
H -4.46 0.55 1.05 0.158
H -6.28 -0.80 -0.02 0.211
H -6.02 -2.09 1.16 0.215
H -6.63 -0.51 1.70 0.212

---

52
Properties=species:S:1:pos:R:3:nbo_charge:R:1 method="wB97M-V/def2-TZVPD" smiles="O=C(NCCCn1ccnc1)C(=O)NC[C@@H]1OCCN1S(=O)(=O)c1ccccc1" multiplicity=1 homo_lumo_gap_ev=9.47 homo_ev=-8.9577 charge=0 total_energy_ha=-1747.91432
O -0.24 1.34 2.04 -0.649
C -1.13 1.64 1.27 0.592
N -2.44 1.48 1.50 -0.593
H -3.05 1.75 0.74 0.431
C -2.98 0.81 2.66 -0.227
C -3.61 -0.54 2.30 -0.410
H -4.00 -0.99 3.21 0.221
H -4.46 -0.37 1.62 0.205
C -2.62 -1.51 1.65 -0.209
N -2.32 -1.18 0.28 -0.349
C -1.10 -0.92 -0.25 0.166
N -1.16 -0.68 -1.53 -0.495
C -2.48 -0.78 -1.86 -0.062
C -3.21 -1.09 -0.75 -0.123
H -4.26 -1.27 -0.63 0.215
H -2.80 -0.62 -2.87 0.208
H -0.20 -0.91 0.33 0.216
H -1.68 -1.51 2.20 0.222
H -3.05 -2.52 1.67 0.207
H -2.14 0.66 3.34 0.225
H -3.73 1.45 3.14 0.204
C -0.87 2.22 -0.11 0.593
O -1.80 2.46 -0.88 -0.627
N 0.42 2.43 -0.35 -0.580
H 1.07 2.14 0.37 0.425
C 0.94 2.76 -1.65 -0.256
H 0.20 2.45 -2.39 0.227
H 1.11 3.84 -1.75 0.209
C 2.28 2.02 -1.89 0.229
N 2.16 0.64 -1.49 -0.696
S 3.45 -0.02 -0.63 2.324
O 4.09 1.06 0.07 -0.942
O 4.25 -0.88 -1.46 -0.930
C 2.56 -1.03 0.54 -0.347
C 2.18 -0.47 1.75 -0.178
C 1.46 -1.23 2.65 -0.195
C 1.12 -2.54 2.34 -0.211
C 1.51 -3.09 1.13 -0.230
C 2.24 -2.33 0.22 -0.143
H 2.57 -2.74 -0.72 0.232
H 1.26 -4.11 0.89 0.221
H 0.56 -3.14 3.04 0.216
H 1.16 -0.80 3.59 0.227
H 2.46 0.55 1.98 0.247
C 1.74 -0.10 -2.68 -0.303
H 2.35 -1.00 -2.76 0.226
H 0.68 -0.36 -2.58 0.266
C 2.01 0.88 -3.84 -0.088
H 2.70 0.49 -4.58 0.198
H 1.07 1.17 -4.33 0.173
O 2.62 2.02 -3.25 -0.509
H 3.08 2.50 -1.32 0.224

---

48
Properties=species:S:1:pos:R:3:nbo_charge:R:1 method="wB97M-V/def2-TZVPD" multiplicity=1 homo_lumo_gap_ev=8.95 homo_ev=-8.8384 charge=0 total_energy_ha=-1446.84131
N -9.84 1.00 -1.80 -0.249
C -8.94 0.58 -1.22 0.237
C -7.83 0.06 -0.49 -0.106
N -7.44 -1.15 -0.65 -0.152
N -6.38 -1.40 0.15 -0.442
C -5.91 -0.39 0.98 0.262
N -4.97 -0.39 1.81 -0.491
C -4.19 -1.61 1.96 -0.235
C -3.11 -1.75 0.89 -0.215
C -2.36 -3.09 1.03 -0.404
C -0.89 -2.74 0.80 -0.404
C -0.76 -1.37 1.47 -0.044
N 0.48 -0.72 1.10 -0.601
C 0.70 0.62 1.21 0.629
O -0.08 1.39 1.72 -0.590
C 1.99 1.04 0.65 -0.198
C 3.05 1.41 0.22 0.174
C 4.33 1.84 -0.32 -0.331
C 5.27 0.65 -0.57 -0.380
C 6.61 1.12 -1.13 -0.399
C 6.42 1.93 -2.41 -0.397
C 5.49 3.11 -2.17 -0.398
C 4.14 2.66 -1.61 -0.381
C -2.03 -0.65 0.99 -0.418
S -6.94 1.02 0.66 0.383
H -5.98 -2.32 0.11 0.418
H -3.71 -1.57 2.94 0.206
H -4.83 -2.50 1.97 0.165
H -3.59 -1.69 -0.09 0.196
H -2.48 -3.48 2.05 0.201
H -2.72 -3.86 0.35 0.215
H -0.20 -3.48 1.20 0.213
H -0.69 -2.62 -0.27 0.200
H -0.80 -1.49 2.56 0.192
H 1.20 -1.27 0.66 0.402
H 4.80 2.50 0.43 0.226
H 5.41 0.10 0.36 0.214
H 4.79 -0.03 -1.28 0.199
H 7.12 1.73 -0.38 0.195
H 7.25 0.26 -1.32 0.212
H 7.39 2.28 -2.78 0.210
H 5.99 1.29 -3.18 0.194
H 5.95 3.81 -1.46 0.195
H 5.33 3.67 -3.09 0.213
H 3.63 2.03 -2.34 0.200
H 3.49 3.51 -1.41 0.219
H -1.83 -0.21 0.01 0.213
H -2.33 0.17 1.65 0.252

---

46
Properties=species:S:1:pos:R:3:nbo_charge:R:1 method="wB97M-V/def2-TZVPD" smiles="CCCCc1c(C)nc2ccc(OC)cc2c1SCCC(=O)O" multiplicity=1 homo_lumo_gap_ev=8.33 homo_ev=-8.0969 charge=0 total_energy_ha=-1378.39626
C -0.56 3.80 -2.43 -0.610
C -1.15 2.42 -2.70 -0.398
C -0.16 1.47 -3.35 -0.381
H -0.71 0.64 -3.80 0.199
H 0.36 1.99 -4.15 0.203
C 0.89 0.91 -2.37 -0.449
C 0.28 -0.11 -1.45 -0.050
C -0.14 0.21 -0.18 -0.152
C -0.81 -0.74 0.62 -0.031
C -1.38 -0.46 1.87 -0.223
C -2.01 -1.45 2.60 0.290
C -2.09 -2.76 2.09 -0.289
C -1.56 -3.05 0.86 -0.157
C -0.92 -2.05 0.09 0.104
N -0.44 -2.38 -1.12 -0.411
C 0.12 -1.46 -1.87 0.234
C 0.63 -1.94 -3.19 -0.649
H 1.72 -1.82 -3.24 0.217
H 0.39 -2.99 -3.30 0.240
H 0.19 -1.39 -4.01 0.217
H -1.63 -4.04 0.44 0.225
H -2.57 -3.54 2.65 0.221
O -2.53 -1.07 3.80 -0.491
C -3.20 -2.02 4.59 -0.252
H -2.53 -2.84 4.89 0.176
H -3.52 -1.48 5.48 0.202
H -4.07 -2.43 4.08 0.176
H -1.35 0.54 2.28 0.228
S 0.19 1.83 0.52 0.211
C 1.45 1.31 1.74 -0.508
C 2.73 0.87 1.06 -0.534
C 3.74 0.34 2.05 0.798
O 3.53 0.09 3.20 -0.592
O 4.94 0.17 1.48 -0.686
H 5.58 -0.18 2.12 0.498
H 3.19 1.69 0.49 0.239
H 2.52 0.06 0.35 0.246
H 1.63 2.19 2.37 0.234
H 1.05 0.51 2.36 0.238
H 1.70 0.45 -2.94 0.218
H 1.30 1.73 -1.79 0.232
H -2.01 2.54 -3.37 0.204
H -1.52 2.00 -1.76 0.199
H -1.32 4.46 -2.01 0.211
H -0.19 4.25 -3.35 0.198
H 0.25 3.74 -1.71 0.207

---

48
Properties=species:S:1:pos:R:3:nbo_charge:R:1 method="wB97M-V/def2-TZVPD" smiles="CC1(C)SC[C@@H](CCC(=O)Nc2ccc3c(c2)CO[C@H](C(=O)O)C3)S1" multiplicity=1 homo_lumo_gap_ev=8.85 homo_ev=-8.5211 charge=0 total_energy_ha=-1851.80989
O 1.02 -1.40 -3.16 -0.598
O 1.65 -7.92 4.22 -0.586
O 3.91 -7.58 4.11 -0.675
O 3.03 -4.71 3.65 -0.528
S -2.18 4.71 -2.97 0.207
S -0.83 3.26 -0.64 0.189
C 0.86 -0.70 -2.17 0.686
C 2.59 -7.19 3.93 0.779
C 1.37 -3.53 -1.03 -0.238
C 1.76 -2.33 1.03 -0.261
C 1.65 -4.72 -0.31 -0.174
C 1.44 -2.30 -0.31 0.152
C 2.15 -3.49 1.71 0.051
C 2.05 -4.71 1.00 -0.080
N 1.13 -1.07 -0.85 -0.608
C 2.54 -3.43 3.19 -0.098
C 0.01 5.66 -1.63 -0.630
C -2.24 5.62 -0.43 -0.645
C -1.67 2.99 -3.27 -0.537
C 0.25 0.68 -2.37 -0.506
C -1.26 0.79 -1.95 -0.393
C -1.73 2.28 -1.90 -0.328
C -1.31 4.89 -1.35 -0.248
C 2.44 -6.01 1.71 -0.438
C 2.24 -5.86 3.23 0.011
H 3.87 -8.47 4.52 0.500
H 1.17 -3.59 -2.11 0.255
H 1.82 -1.36 1.58 0.197
H 1.53 -5.65 -0.85 0.213
H 0.93 -0.34 -0.18 0.397
H 3.37 -2.69 3.29 0.212
H 1.64 -3.08 3.75 0.183
H -0.22 6.66 -2.01 0.214
H 0.61 5.13 -2.39 0.222
H 0.55 5.76 -0.69 0.208
H -3.21 5.08 -0.39 0.227
H -2.46 6.63 -0.83 0.217
H -1.83 5.66 0.59 0.220
H -2.35 2.49 -3.99 0.240
H -0.69 2.92 -3.73 0.211
H 0.83 1.44 -1.82 0.226
H 0.30 0.96 -3.42 0.234
H -1.84 0.18 -2.62 0.224
H -1.40 0.36 -0.94 0.209
H -2.79 2.32 -1.65 0.220
H 3.50 -6.25 1.43 0.233
H 1.83 -6.83 1.26 0.227
H 1.21 -5.61 3.45 0.206